Version w
Formula: C4H13N4O
Source: the Open Molecules 2025 dataset
Level of theory: ωB97M-V with the def2-TZVPD basis set

## Properties
- HOMO level (eV) = -13.37
- lowest unoccupied orbital energy (eV) = -2.62
- total charge = +1

Each line ends with the Löwdin charge.
CARTESIAN COORDINATES (ANGSTROEM)
O -0.76524 0.32306 -1.71473  0.00
N -2.68939 -0.06917 -2.69149  0.14
N 1.40325 1.08296 0.36426  0.22
N 0.88463 -1.14235 0.24844  0.20
N 1.84391 -0.43932 2.17500  0.03
C -2.68381 1.76459 -1.12387  -0.01
C 1.44293 -0.12881 0.90928  -0.43
C 2.43508 -1.76894 2.44606  -0.06
C -1.91283 0.72082 -1.80707  -0.53
H -1.89488 2.47122 -0.80453  0.09
H 2.41954 0.25748 2.70349  0.17
H 0.77546 -2.09851 0.61737  0.14
H -2.18129 -0.69136 -3.31360  0.11
H 2.98465 -2.12812 1.53943  0.11
H 0.21072 -1.02859 -0.50732  0.10
H 1.96932 1.82644 0.80894  0.15
H -3.35356 1.55666 -0.29960  0.09
H 1.09260 1.18612 -0.58218  0.10
H 3.20524 -1.62165 3.19707  0.09
H -3.58495 0.14748 -3.07709  0.09
H 1.73466 -2.55233 2.74091  0.09
H -3.33602 2.33231 -1.82877  0.11

***

Version x
Formula: C4H13N4O
Source: the Open Molecules 2025 dataset
Level of theory: ωB97M-V with the def2-TZVPD basis set

## Properties
- HOMO level (eV) = -12.71
- lowest unoccupied orbital energy (eV) = -3.50
- total charge = +1

Each line ends with the Löwdin charge.
CARTESIAN COORDINATES (ANGSTROEM)
O 0.76405 -1.34128 -2.68120  0.07
N -0.72179 1.42053 1.75872  0.22
N 0.59564 -0.48480 2.13532  0.05
N 1.58104 1.70393 2.14720  0.16
N -0.49516 0.41131 -1.70370  0.10
C -1.27895 -0.69432 -3.66165  -0.04
C -0.20398 -0.60384 -2.66383  -0.56
C 0.43204 0.86786 2.07966  -0.36
C -0.39478 -1.48235 2.42507  -0.04
H 1.54168 -0.83013 2.18486  0.16
H -1.65476 1.00152 1.87932  0.15
H -0.34156 -2.20166 1.56915  0.13
H -1.25220 0.07478 -4.47608  0.11
H -1.36304 -1.60772 -4.24076  0.09
H -0.95602 1.26536 -2.10230  0.12
H 1.80971 2.23427 1.32242  0.11
H -0.26837 -1.91500 3.42693  0.11
H 0.31229 0.55878 -1.10023  0.07
H -0.67660 2.44482 1.79020  0.15
H 2.33305 1.63445 2.78213  0.10
H -2.26637 -0.60540 -3.38459  0.05
H -1.37433 -1.20476 2.36035  0.05

***

Version y
Formula: C4H13N4O
Source: the Open Molecules 2025 dataset
Level of theory: ωB97M-V with the def2-TZVPD basis set

## Properties
- HOMO level (eV) = -13.37
- lowest unoccupied orbital energy (eV) = -3.10
- total charge = +1

Each line ends with the Löwdin charge.
CARTESIAN COORDINATES (ANGSTROEM)
O -0.63509 0.75776 -2.08547  0.00
N -0.88612 -1.20132 0.06824  0.18
N 0.82820 -1.65138 1.83746  0.06
N 1.44242 -1.74737 -0.47593  0.18
N -1.49358 2.07194 -0.58255  0.14
C 0.83984 2.43837 -1.17232  0.01
C -0.04629 -1.03901 2.88530  -0.03
C 0.47140 -1.67305 0.51504  -0.24
C -0.51561 1.75065 -1.40392  -0.62
H 0.95932 3.21792 -1.98924  0.12
H -1.23278 2.84209 0.16890  0.16
H 0.69902 -0.64346 3.54840  0.09
H 1.16864 -1.79930 -1.49012  0.16
H -0.74017 -0.27918 2.63123  0.06
H -1.58514 -0.92292 0.64548  0.03
H -2.46969 2.08393 -0.82343  0.12
H 0.81496 3.04067 -0.19425  0.10
H 1.66449 1.85493 -1.22558  0.03
H -1.01833 -0.75576 -0.91324  0.11
H -0.83195 -1.66824 3.43838  0.13
H 2.31073 -2.12952 -0.14907  0.11
H 1.60914 -2.06818 2.16100  0.10

***

Which of them is the least stable? Correct choice: version y.

***

Version w
Formula: C2H14O4S2
Source: the Open Molecules 2025 dataset
Level of theory: ωB97M-V with the def2-TZVPD basis set

## Properties
- HOMO level (eV) = -8.53
- lowest unoccupied orbital energy (eV) = -5.26

Each line ends with the Löwdin charge.
CARTESIAN COORDINATES (ANGSTROEM)
S -1.43038 0.32668 1.69354  0.89
S 2.88373 -0.01169 -0.81274  0.45
O 1.26290 -2.82939 -0.85950  -0.11
O -3.05695 -2.24967 0.36524  -0.09
O 2.39430 2.43114 1.25599  -0.11
O -2.88527 2.28499 -0.49831  -0.06
C -0.50951 -0.22507 -0.80095  -0.17
C -0.20445 0.59888 0.47080  -0.67
H -2.33352 2.09292 0.26622  -0.05
H -3.04716 3.23299 -0.44119  0.05
H -0.50651 -1.29515 -0.64935  0.05
H 2.84737 1.86613 0.60706  -0.10
H 1.92697 -2.12355 -0.92748  -0.11
H -2.45451 -1.63795 0.81005  -0.09
H 0.14708 0.06209 -1.61314  0.05
H -0.08150 1.66313 0.29990  0.07
H 0.66990 0.13090 1.00911  0.08
H -1.47619 0.16449 -1.15294  0.07
H 4.17090 -0.08264 -1.18842  -0.27
H -2.99231 -3.06776 0.88044  0.04
H 1.76525 -3.64478 -0.77420  0.03
H 2.90985 2.31331 2.05984  0.03

***

Version x
Formula: C2H14O4S2
Source: the Open Molecules 2025 dataset
Level of theory: ωB97M-V with the def2-TZVPD basis set

## Properties
- HOMO level (eV) = -8.93
- lowest unoccupied orbital energy (eV) = 0.17

Each line ends with the Löwdin charge.
CARTESIAN COORDINATES (ANGSTROEM)
S 2.82996 0.85173 -0.09559  0.30
S 1.48102 1.99151 -0.93928  0.38
O -0.47370 -3.33525 0.97072  -0.08
O 0.88766 -1.39541 2.46810  -0.06
O -1.77884 -0.36943 -2.77262  -0.10
O 0.32043 -1.63105 -1.27314  -0.09
C -1.08683 2.07718 0.06608  -0.19
C 0.25873 2.74627 0.20976  -0.56
H 0.61562 2.56598 1.22571  0.06
H -1.08306 -0.85342 -2.27273  -0.01
H -1.46210 1.91365 -0.94377  0.06
H 0.27071 3.80928 -0.00943  0.06
H -1.88191 2.60144 0.60020  0.07
H -0.27882 -2.51019 1.48140  0.01
H -1.16238 1.07964 0.51860  0.07
H 0.82894 -2.31379 -1.73957  0.07
H 1.71147 -1.06236 2.07315  0.03
H -1.45362 -3.34628 0.97613  0.07
H -1.28318 0.27772 -3.31114  0.04
H 2.16232 -0.30159 0.08279  -0.23
H -0.15289 -2.04222 -0.50411  0.03
H 0.73048 -0.75341 3.18873  0.07

***

Which of them is the least stable? Correct choice: version w.

***

Version w
Formula: C17H21N5O2S
Source: the Open Molecules 2025 dataset
Level of theory: ωB97M-V with the def2-TZVPD basis set

## Properties
- HOMO level (eV) = -8.56
- lowest unoccupied orbital energy (eV) = 0.62

Each line ends with the Löwdin charge.
CARTESIAN COORDINATES (ANGSTROEM)
S -5.19291 1.93076 2.81771  1.08
O 0.92168 -2.47355 0.28140  0.05
O -2.57046 0.95146 0.73187  0.05
N -2.14523 3.13958 1.11723  0.09
N -3.93053 4.02969 3.46304  0.01
N 0.46301 -3.31054 -2.40985  0.11
N 2.21441 -0.62069 0.22994  0.10
N -4.55247 3.61858 4.60429  -0.05
C -3.55250 3.49989 1.09090  -0.37
C 1.78928 -4.10456 -4.74157  -0.05
C -1.77219 1.82900 1.00942  -0.48
C 1.84875 -3.02282 -2.47537  -0.21
C 3.87119 -1.96638 -1.66686  -0.05
C 1.80853 -1.82441 -0.25628  -0.42
C 4.55010 -2.36050 -2.80264  -0.08
C -0.32119 1.57997 1.22743  0.00
C 1.80614 -0.81277 2.67010  -0.04
C 3.86651 -3.05280 -3.79288  -0.04
C 1.61926 0.02171 1.40450  -0.34
C 0.17029 0.34993 1.17038  -0.02
C 2.52543 -3.37354 -3.65555  -0.22
C -4.17146 3.26070 2.44864  -0.58
C 2.52110 -2.27819 -1.49601  -0.08
C -3.72519 4.94792 0.65702  -0.05
C -5.24648 2.54238 4.41685  -0.48
H 4.40116 -1.43946 -0.88322  0.11
H -3.28306 5.09425 -0.32765  0.08
H 1.46068 -0.24531 3.53427  0.08
H 0.86906 -3.57929 -4.99866  0.08
H -4.78279 5.20461 0.61193  0.09
H 5.60001 -2.12829 -2.91990  0.10
H -3.24955 5.61949 1.37194  0.08
H 2.77935 -0.04845 -0.37263  0.13
H 0.31898 2.43185 1.43841  0.11
H 0.31521 -4.29059 -2.18481  0.10
H -4.02156 2.82805 0.37399  0.13
H 2.16702 0.95882 1.52590  0.14
H 1.49821 -5.10826 -4.42316  0.08
H -5.81062 2.06813 5.20493  0.07
H 2.86116 -1.05155 2.80729  0.08
H -0.49638 -0.47876 0.95816  0.13
H 4.38301 -3.34309 -4.70032  0.11
H -1.51734 3.78172 1.57438  0.14
H 1.24146 -1.73993 2.60719  0.08
H 0.06058 -2.83251 -1.61091  0.07
H 2.41032 -4.20223 -5.63081  0.07

***

Version x
Formula: C17H21N5O2S
Source: the Open Molecules 2025 dataset
Level of theory: ωB97M-V with the def2-TZVPD basis set

## Properties
- HOMO level (eV) = -7.89
- lowest unoccupied orbital energy (eV) = 0.59

Each line ends with the Löwdin charge.
CARTESIAN COORDINATES (ANGSTROEM)
S 2.83871 -0.14992 0.40124  1.00
O -1.97754 -1.69876 -2.43731  0.07
O -4.39280 -0.27479 1.15391  0.07
N 0.27370 -0.02355 1.24444  0.17
N -2.14375 -0.11389 1.32504  0.02
N 1.73925 2.58212 0.24236  0.09
N -3.15214 -0.99352 -0.61319  0.03
N 0.52982 -0.87053 -0.81040  -0.01
C 1.71057 -2.78268 -1.78142  -0.19
C 1.17263 -1.36655 -1.99765  -0.15
C -2.20941 0.47023 2.64598  0.00
C 0.05316 4.11595 0.92965  -0.06
C -1.96241 -1.23101 -1.31417  -0.37
C -3.30137 -0.44941 0.65351  -0.43
C 3.65861 -2.62501 -3.41138  -0.11
C 1.86695 2.17047 1.49488  -0.39
C 0.85786 3.52580 -0.03137  -0.13
C -0.82339 -0.85361 -0.54146  -0.06
C 2.37132 -3.34981 -3.03609  -0.26
C 0.19552 3.69720 2.24389  -0.08
C 1.11800 2.70819 2.53706  -0.04
C 2.85682 1.07582 1.74986  -0.38
C -0.93856 -0.31367 0.73026  -0.21
C 1.12695 -0.36939 0.28991  -0.60
C -4.36922 -1.35061 -1.32500  -0.01
H 0.42860 -1.36754 -2.79689  0.13
H -3.25940 0.59203 2.90381  0.09
H -5.20906 -1.23640 -0.64531  0.09
H 1.24757 2.34829 3.54571  0.11
H 0.87672 -3.42673 -1.49292  0.12
H 3.87773 1.46070 1.76209  0.09
H -1.71805 -0.18646 3.36409  0.10
H -4.29003 -2.38004 -1.67243  0.10
H 1.99040 -0.68390 -2.24335  0.11
H -0.66374 4.87487 0.65883  0.10
H 4.15173 -3.13916 -4.23283  0.07
H 4.33993 -2.59756 -2.56404  0.07
H 2.64097 0.56019 2.68423  0.08
H -1.70071 1.43442 2.64194  0.08
H 1.66497 -3.30078 -3.86696  0.11
H 2.59822 -4.40261 -2.85613  0.11
H -4.49382 -0.70016 -2.19114  0.10
H -0.41005 4.13006 3.02758  0.11
H 2.43251 -2.76694 -0.96123  0.10
H 3.45956 -1.60418 -3.72556  0.07
H 0.79560 3.81239 -1.07312  0.11

***

Which of them is the least stable? Correct choice: version w.